C50H48As2CoN3P2STe | ωB97M-V/def2-TZVPD

Results
**Multiplicity**: 2
**F_max**: 2.05 eV/Å
**Charge**: +1
**Gap between HOMO and LUMO (alpha / beta)**: 4.0 / 3.8 eV
**<S²>**: 0.850

Last column: Löwdin spin population.
Cartesian coordinates (Å):
Te -1.952863 -0.883963 2.823636  0.001
As -0.651766 2.214795 -2.582907  -0.013
As -2.702322 -0.471924 -2.641792  -0.032
Co -0.822899 0.126810 -1.210604  1.010
S 2.642322 4.812733 1.886200  0.000
P -0.590417 -1.855346 -0.140901  -0.043
P 0.953916 -0.336733 1.695851  -0.001
N 0.740688 0.973267 0.567487  -0.012
N -1.240245 -4.832711 5.674593  0.000
N 1.315913 7.739058 -1.338607  0.000
C -1.430964 -4.508380 -0.533158  -0.002
C 1.951313 3.403259 1.033610  -0.002
C 1.223363 -0.689035 5.674390  0.000
C -2.308705 -5.571162 -0.414400  0.000
C -3.076065 1.066948 -3.784841  -0.007
C 2.328170 6.914075 -1.537925  0.000
C -4.129339 1.029393 -4.690656  -0.002
C -1.798722 -3.228188 -0.121034  -0.004
C -3.972418 -4.096764 0.477437  0.000
C -3.103351 -3.027040 0.329592  -0.001
C 1.986222 1.309268 -0.147954  -0.001
C 1.059606 1.463887 3.915939  0.000
C 2.530072 -3.435202 -2.208885  0.000
C 3.543812 -1.497699 1.576824  -0.004
C 2.544795 -0.747553 1.011396  0.048
C 1.126808 0.165560 3.425040  0.001
C -1.670354 -2.620118 4.059029  -0.001
C 4.774230 -1.608457 0.940894  0.060
C -1.123398 -4.916965 4.362720  0.000
C 0.506409 3.300801 1.035680  0.001
C -1.576510 -3.668579 6.195746  0.000
C 3.157505 -4.242650 -1.273776  0.001
C 2.680311 -4.305076 0.025873  -0.001
C 0.716130 7.730316 -0.161796  0.000
C -1.326998 -3.845285 3.507618  0.000
C -3.482934 3.151736 -5.578326  0.000
C -0.784478 4.049791 -1.886982  -0.001
C 1.088737 6.886905 0.877635  0.000
C -0.303251 -1.554846 1.614932  -0.019
C 2.707280 2.395424 0.578614  0.002
C 1.016994 1.672116 5.284856  0.000
C -3.572343 -5.376542 0.120756  -0.001
C -2.062548 -1.657514 -4.073814  0.003
C 5.047911 -0.840415 -0.211341  0.004
C -1.803878 -2.531417 5.435568  0.000
C -4.331734 2.057508 -5.591251  0.000
C 1.226197 -0.907860 4.310581  0.000
C -0.033215 2.070801 0.952662  0.001
C 1.088831 0.602935 6.160910  0.000
C 2.712698 -0.040304 -0.296333  0.011
C -2.210470 2.163394 -3.778850  -0.001
C 1.565095 -3.575733 0.391268  -0.002
C 1.418973 -2.697294 -1.841909  -0.003
C 2.774620 6.013356 -0.582036  0.000
C 0.750814 2.521487 -3.935119  -0.005
C -2.436775 3.201877 -4.674846  0.000
C -4.454492 -1.298930 -2.332027  -0.011
C 4.116685 -0.039329 -0.779792  0.043
C 0.923831 -2.775712 -0.544760  -0.010
C 2.130627 6.005105 0.646275  0.000
H 1.043470 0.777221 7.224585  0.000
H -4.786721 0.168063 -4.709965  0.000
H -4.293654 -2.295471 -1.922853  0.000
H 3.778199 2.361363 0.672386  0.001
H -1.886722 -2.657213 -3.671974  0.000
H 2.111022 -0.572594 -1.066570  0.003
H -0.081614 4.158301 1.320224  0.000
H 4.335692 0.543477 -1.661890  0.002
H 0.919144 2.678436 5.665415  0.000
H 3.384969 -1.986108 2.527171  -0.002
H 1.716997 2.687755 -3.452482  0.000
H 3.602593 5.348607 -0.774164  0.000
H 1.686891 1.684750 -1.147679  -0.003
H -0.102244 8.429342 -0.044680  0.000
H 3.172273 -4.929294 0.754681  0.000
H 1.171806 -3.625292 1.396356  0.000
H -4.966579 -3.936894 0.872890  0.000
H 0.188382 4.386558 -1.525554  0.000
H 0.588796 6.921822 1.832492  0.000
H -2.805397 -1.718711 -4.873383  0.000
H 6.044262 -0.876282 -0.622446  -0.001
H -5.134123 1.995382 -6.310962  0.000
H -1.119599 4.731873 -2.666568  0.000
H 2.807934 6.979436 -2.506536  0.000
H -1.127578 -1.279230 -4.493966  0.000
H -1.494655 4.087678 -1.062251  0.000
H 5.542537 -2.238923 1.354104  0.003
H -2.075571 -1.598483 5.904921  0.000
H -0.860281 -5.891640 3.974910  0.000
H -0.448667 -4.680184 -0.944548  0.000
H 1.284189 -1.911788 3.913634  0.000
H 1.312504 -1.520799 6.357373  0.000
H 4.016509 -4.825346 -1.566520  0.000
H -1.055289 1.833189 1.239735  0.001
H -1.780187 4.064816 -4.686148  0.000
H -1.996665 -6.556804 -0.732324  0.000
H 0.906369 -2.059674 -2.557990  -0.003
H -5.017702 -0.711015 -1.608029  0.000
H 0.830416 1.652365 -4.589469  0.000
H 1.029835 2.313543 3.255269  0.000
H -3.447720 -2.026524 0.566595  0.000
H -4.239648 -6.216754 0.251084  0.000
H -1.224448 -3.965833 2.439013  0.000
H 0.507008 3.394625 -4.540939  -0.001
H 2.896820 -3.393218 -3.224483  0.000
H -1.665491 -3.641896 7.272796  0.000
H -3.629738 3.955857 -6.282108  0.000
H -5.035746 -1.396362 -3.246146  -0.002

Atomic forces in eV per Å
Te 0.3792 -0.9796 0.1096
As -0.3468 0.4332 -0.3711
As 0.1026 -0.1441 -0.6469
Co 0.4850 -0.1628 -0.1036
S -0.0930 0.0015 -0.2163
P 0.0700 -0.9033 1.2802
P 1.6850 -1.0737 0.4502
N -0.3788 -0.5643 -0.6647
N 0.1200 -0.5153 0.4407
N -0.2830 0.4123 -0.3948
C 0.1542 0.0925 -0.0294
C 0.8841 0.0825 0.1235
C 0.0682 0.0572 0.0493
C -0.0862 -0.1362 0.0374
C 0.1822 0.1471 0.2679
C 0.3326 -0.3409 -0.0070
C -0.0983 -0.3292 0.1148
C -0.3836 0.2118 -0.5522
C -0.0734 -0.0334 -0.0147
C -0.1021 0.1735 -0.0451
C 0.4374 -0.0949 -0.4247
C 0.0923 -0.0318 -0.0389
C 0.1123 -0.0625 -0.1818
C 1.2126 -0.3111 -0.1930
C -1.4518 1.2219 -0.1163
C -0.2794 -0.1709 -0.1427
C -0.2954 0.3315 -0.0466
C -0.5683 -0.4095 0.9045
C -0.0016 0.0529 -0.3645
C -0.5578 -0.7114 0.0207
C -0.0979 0.2723 0.0923
C -0.0468 0.0851 -0.1363
C -0.0335 -0.0610 0.0363
C -0.0986 0.0035 0.2649
C -0.0544 0.1610 -0.1297
C -0.0316 -0.0137 -0.0245
C -0.0181 -0.1797 0.1519
C 0.0645 0.0372 -0.1058
C -0.3976 1.8910 -0.3904
C -0.3117 0.3043 0.0822
C 0.0476 0.0550 -0.0343
C 0.0683 0.0287 0.0275
C 0.1733 -0.1372 0.2287
C -0.2997 0.4508 -0.3906
C -0.1111 0.1208 -0.1569
C 0.0413 -0.0111 -0.0109
C 0.0868 0.0305 -0.0811
C -0.5276 0.9453 0.0837
C -0.0285 -0.0453 0.0379
C -0.0699 0.0205 0.3127
C 0.0165 -0.1535 0.1976
C -0.2597 -0.1311 -0.0314
C -0.2909 -0.0814 0.0069
C -0.1369 0.2094 -0.0701
C 0.0707 -0.3014 0.2199
C 0.1973 0.1580 -0.0635
C 0.1753 0.1512 0.4256
C 0.1025 0.0249 0.1799
C 0.1053 0.3766 -0.6621
C 0.1512 -0.2829 0.2628
H 0.0280 0.0118 0.1224
H -0.0390 0.0667 -0.0375
H 0.0934 0.0401 0.0163
H 0.2339 0.0513 0.0401
H -0.0012 0.0419 0.0153
H -0.6015 0.1019 -0.5001
H -0.1561 0.0178 -0.0092
H 0.1540 0.0933 -0.1256
H 0.0461 0.0617 0.0298
H -0.0042 -0.1529 0.0946
H -0.1392 -0.0380 0.0354
H 0.0721 -0.0570 -0.0403
H 0.0932 -0.0962 0.2469
H -0.0514 0.0238 0.0908
H 0.0789 -0.0554 0.0932
H 0.0158 0.0000 0.1065
H -0.0190 0.0571 -0.0055
H 0.0017 -0.1291 0.0021
H -0.0733 -0.0257 0.0927
H 0.0046 0.1110 0.1910
H 0.1363 0.0222 -0.1366
H -0.0876 0.0269 -0.0102
H 0.0230 -0.1388 -0.1163
H 0.0637 -0.0586 -0.0493
H -0.0921 0.0340 0.0982
H 0.0268 -0.0582 -0.0279
H 0.1198 -0.0218 0.1468
H 0.0188 0.0892 0.1382
H 0.0367 -0.0816 -0.1297
H 0.0560 -0.0707 0.0072
H -0.0591 -0.1406 0.0772
H -0.0237 -0.0748 0.0268
H 0.1304 -0.0515 0.0064
H -0.0186 0.1889 -0.0213
H -0.0129 -0.0281 -0.0123
H 0.0028 -0.0178 0.0044
H 0.1063 -0.0849 -0.0831
H 0.0230 -0.0057 -0.0197
H -0.0262 0.0195 0.0842
H -0.0799 0.0082 -0.0427
H 0.0348 -0.1470 0.0711
H -0.0621 -0.0021 -0.0164
H 0.0503 -0.0392 -0.0771
H -0.1230 -0.0249 0.1346
H 0.0508 0.0190 -0.0422
H -0.0268 0.0894 0.1310
H -0.0058 0.1144 -0.0403
H 0.1976 0.1395 -0.1279